Computed, not measured: C24H60LiN3O16P as an isolated structure in a non-equilibrium geometry, with the ωB97M-V functional and the def2-TZVPD basis.

Geometry as ORCA input:
```
! wB97M-V def2-TZVPD RIJCOSX def2/J DEFGRID3
* xyz 1 1
P -0.49439 0.43678 0.36784
O -1.43039 3.05178 -2.14016
O -5.91239 3.12678 1.50684
O -4.09339 -5.57722 1.43684
O 2.47761 0.91878 2.71184
O 2.69761 -3.01422 -3.55516
O -0.06239 0.59178 4.93084
O -0.59439 1.85578 -0.10716
O -1.59139 0.03978 1.27884
O -0.07539 -0.56922 -0.59916
O -1.28539 1.16678 6.77584
O -7.41839 2.44378 0.04784
O -3.79239 -3.48622 0.82084
O -1.52839 2.30878 4.83584
O 0.57161 0.36378 1.50984
O -1.98339 -4.92322 1.10284
O -5.27739 1.94678 -0.35716
N 0.29561 0.61578 -4.59716
N 3.82061 2.62778 -0.38916
N 2.58461 -3.22122 0.26284
C 1.10461 -3.42122 0.43184
C -8.47139 3.13878 0.76084
C 4.13761 1.95378 -1.62116
C 2.45061 -2.56722 -2.18816
C -3.91939 1.79778 0.13184
C 2.94861 -1.83322 0.64084
C -3.21039 -4.67022 1.05684
C 4.85361 3.49678 0.11984
C 3.02161 1.90178 2.03684
C 3.61561 1.45078 0.71584
C -1.31639 2.53078 3.49384
C -0.89439 1.35078 5.49384
C -0.70239 0.25678 7.60984
C -3.63439 -6.78822 2.01384
C 3.40261 -4.14722 1.14484
C -3.03239 -2.32922 0.62884
C 2.46361 3.27178 -0.67616
C 3.00361 -3.40622 -1.07016
C 1.74461 0.45778 -4.71416
C 0.03961 1.64278 -3.55616
C -0.29039 1.25778 -5.83916
C -1.44839 2.01478 -3.13816
C -0.32339 -0.64422 -4.31316
C -6.18439 2.47078 0.49984
Li -0.71539 -0.35122 2.70884
H -3.08939 -2.06922 -0.43216
H 5.71261 2.95378 0.32784
H 2.02461 3.98578 0.08984
H 2.84261 -4.47522 -1.36616
H 1.44761 -2.13922 -2.08016
H 0.94161 -4.58322 0.32584
H -8.57639 4.26478 0.72384
H 0.06861 0.70078 8.27484
H 0.67361 -2.95322 1.23584
H 3.35061 -5.20122 1.07284
H 1.67961 0.41278 2.21484
H 4.25961 -3.28122 -1.01816
H 5.19061 4.28078 -0.73716
H 2.28261 0.12978 -3.91316
H -8.31339 2.94178 1.72784
H 4.03861 -1.37522 0.22884
H -1.20939 -0.42122 -4.58516
H 2.51061 -1.53922 1.75884
H 0.64561 -3.11422 -0.41416
H -1.40539 -0.12722 8.16784
H -1.13739 2.51878 -1.16516
H -2.01739 1.64178 2.86984
H -3.55939 -1.50022 1.02484
H 3.01761 -4.21122 2.26884
H 0.57661 1.40978 -2.72416
H 0.03661 -0.34822 7.03984
H 0.51661 2.67678 -3.65116
H -1.94739 -2.45922 0.85584
H 2.55361 4.01078 -1.54016
H -2.00139 1.11278 -2.71816
H -3.37939 2.79978 0.25984
H -0.39039 2.32278 3.16384
H 2.16861 -0.34922 -5.34516
H 2.90961 -1.64722 -2.16916
H -9.39539 2.89678 0.48184
H -4.52939 -7.31422 2.31084
H 2.30261 1.21578 -5.08116
H 4.26461 2.63078 -2.41316
H 0.13861 0.63678 -6.75816
H 4.36261 -4.05522 1.18284
H 1.71861 2.54378 -0.98016
H 4.34261 0.73478 0.75084
H 3.37061 1.32478 -2.09316
H 3.29061 -2.20922 -3.85516
H -3.29339 1.33478 -0.65316
H -0.03439 2.12778 -6.39116
H -2.12639 2.17878 -4.01816
H 5.11861 1.64778 -1.48916
H 4.77761 4.00078 0.96884
H 2.78961 0.93278 0.40584
H -1.38539 1.05378 -5.76516
H -1.56639 3.54578 3.21384
H -0.08139 -1.40522 -4.94216
H -0.33539 -0.95622 -3.11916
H 2.11561 -1.17322 0.37984
H 2.15861 2.73778 1.90884
H -3.83639 1.46378 1.07184
H 3.76761 2.50978 2.69984
H -3.10039 -7.44722 1.44684
H -2.80739 -6.86422 2.74884
*
```

Computed properties:
**E_LUMO**: -2.9 eV
**Molecular weight**: 684.664 g mol⁻¹
**ΔE to the lowest compared entry with this formula, charge and spin**: 0.360 eV
**Strongest force on any atom**: 7.7 eV/A
**Gap between HOMO and LUMO**: 6.676 eV

---

Computed, not measured: C24H60N8O14Zn2 as an isolated structure in a non-equilibrium geometry, with the ωB97M-V functional and the def2-TZVPD basis.

Geometry as ORCA input:
```
! wB97M-V def2-TZVPD RIJCOSX def2/J DEFGRID3
* xyz 0 1
Zn 1.15602 -2.10085 -0.06799
Zn 1.80793 0.66601 -1.37513
O 1.52128 1.37665 5.18870
O -3.37980 1.09242 3.55860
O 2.84183 -0.82744 -0.43661
O -0.37844 -3.21180 -0.66866
O 2.97040 -0.60189 -2.41688
O 2.48253 -2.43342 -1.49935
O 4.19296 -4.90444 1.66689
O -3.02556 4.86253 0.11143
O 1.15050 1.64671 -3.17651
O -3.75228 0.74854 -4.84367
O 0.32486 1.17319 -0.08530
O 0.04941 -0.41992 -1.00534
O 0.16796 -0.66265 0.94752
O 5.40083 2.99382 0.28913
N -3.28086 3.09387 -1.16328
N -2.27453 0.81809 -2.31406
N 1.55647 -3.56191 1.18955
N 3.03761 2.31753 -1.24864
N -3.77287 -1.65312 4.32683
N -1.34674 3.49113 -0.29181
N 1.30765 1.83425 2.98599
N 0.80207 -0.08577 3.71376
C 0.19119 -3.82027 1.67727
C 2.35332 -3.37186 2.37562
C -1.26571 -3.47439 -1.76554
C 4.18329 3.61373 0.54940
C -4.36988 0.47117 -3.53911
C -0.24991 0.09935 0.06730
C -2.06284 1.48119 3.18567
C 3.12745 -1.39625 -1.48062
C 6.45849 3.45710 1.16582
C -4.47013 1.64218 -5.63989
C 5.39645 -4.87025 0.91087
C 3.80682 -3.58439 1.97010
C -4.59236 -2.28667 2.18909
C -3.32630 -0.17921 -2.62787
C 3.15247 2.47468 0.23536
C -3.87751 -0.51126 -1.20698
C 2.29253 3.42928 -1.92639
C 1.14105 0.93390 -4.43386
C -3.61016 -1.35461 2.91425
C -0.69954 -4.08201 0.41784
C 1.19593 1.11482 4.08034
C 1.81011 2.91825 -3.30472
C -2.56863 3.84144 -0.33326
C -3.97232 0.15368 2.71525
H -3.42391 -0.78840 4.71490
H 3.48671 1.56347 0.73139
H -2.16785 1.90898 2.18864
H 2.20172 2.68599 0.72478
H 0.35014 -4.78671 2.15565
H 3.02115 4.23877 -1.97037
H 2.15303 -4.11397 3.14843
H -1.99076 1.19539 -3.20693
H 2.22204 -2.38179 2.81222
H 1.09877 1.57292 2.03302
H -4.93462 -0.76751 -1.13662
H -4.43360 -3.36497 2.20193
H -5.48189 1.26551 -5.79010
H -3.10303 -2.36940 4.56839
H -1.03226 2.54177 -0.43294
H 1.88223 -4.43785 0.80653
H -2.88493 2.28078 -1.61297
H -2.33003 -3.36591 -1.55685
H 3.99151 2.53807 -1.49670
H 2.14992 0.73942 -4.79779
H -1.75962 -4.15965 0.65929
H 0.52401 1.40180 -5.20096
H 1.07217 3.51102 -3.84524
H -1.47658 0.39682 -1.86029
H -5.61031 -2.05645 2.50354
H 7.42750 2.98743 0.99688
H -3.89079 0.47902 1.67813
H -5.22954 -0.17798 -3.70551
H -1.64964 2.14295 3.94688
H 1.35672 2.81619 3.21730
H 4.27201 -3.39476 2.93743
H -2.56927 -1.55823 2.66290
H 2.71931 2.98173 -3.90258
H -2.90372 -1.06990 -3.09284
H 5.75740 -5.86326 0.64301
H 1.50582 3.78177 -1.25934
H -1.17030 -4.45460 -2.23266
H 0.60228 -0.25560 2.73839
H 6.20788 -4.46758 1.51712
H -3.35877 -1.35433 -0.75064
H -4.69620 1.41529 -3.10292
H -0.67763 4.14040 0.09656
H 1.01788 -0.86365 4.32074
H -4.47570 2.62151 -5.16138
H -3.98624 1.60644 -6.61594
H 4.17224 3.85669 1.61192
H -0.43851 -5.04873 -0.01279
H -0.12887 -3.07798 2.40847
H 4.22283 -2.76535 1.38342
H -1.00341 -2.74888 -2.53558
H 4.03801 4.50469 -0.06148
H 5.33736 -4.25887 0.01041
H 6.47921 4.53895 1.03433
H -5.01707 0.27489 3.00146
H -4.23983 3.33670 -1.36702
H 0.72339 -0.02558 -4.12880
H -4.58365 -2.05888 1.12319
H -1.40645 0.62680 3.02055
H -3.85306 0.38170 -0.58239
H 6.31173 3.35172 2.24074
*
```

Computed properties:
**E_LUMO**: -0.2 eV
**Molecular weight**: 815.566 g mol⁻¹
**ΔE to the lowest compared entry with this formula, charge and spin**: 9.010 eV
**Strongest force on any atom**: 13.5 eV/A
**Gap between HOMO and LUMO**: 8.027 eV

---

Computed, not measured: a 6-piece molecular cluster, C24H60O12 overall in a non-equilibrium geometry, with the ωB97M-V functional and the def2-TZVPD basis.

Geometry as ORCA input:
```
! wB97M-V def2-TZVPD RIJCOSX def2/J DEFGRID3
* xyz 0 1
O 3.86601 -4.54228 7.67531
O 1.13460 10.81555 -0.61924
O -1.15091 1.71522 0.66218
O -4.89859 -10.16677 -7.46975
O -2.25012 -1.01098 0.41387
O -4.20252 -5.23671 4.57120
O 2.54977 11.74590 1.99451
O 2.31039 -2.59204 5.92308
O -2.43791 -8.16965 -7.34688
O 4.96153 6.28753 -5.69320
O 3.76735 3.64251 -5.52481
O -6.16746 -2.03628 4.75987
C 3.75078 -2.58915 5.97106
C 1.63891 -2.46284 7.16519
C -2.75493 -7.59116 -6.12838
C 4.54601 -5.73573 8.15873
C 3.13983 11.56641 0.67556
C -3.58049 -8.14180 -8.18948
C -0.89525 2.93234 1.21498
C -0.90687 0.70358 1.55526
C 1.53704 9.75716 -1.42763
C 4.93996 7.50145 -6.42127
C -4.94531 -8.73397 -7.78203
C 1.96978 10.51398 2.51334
C 2.16492 11.80077 -0.49668
C -5.91464 -10.74927 -6.73305
C -2.86551 -5.58684 4.82380
C 3.37480 3.64805 -4.11865
C 5.11391 3.83499 -5.57114
C -5.94389 -1.24112 3.60752
C -0.93276 -0.71390 0.97651
C -5.99769 -3.43292 4.59719
C -4.52082 -3.87937 4.86683
C 5.41352 5.14885 -6.34535
C 4.31098 -3.98192 6.44082
C -2.40257 -2.33746 -0.07873
H 5.39306 -3.88672 6.53099
H -1.53914 -2.63930 -0.67159
H -1.83115 -7.63460 -5.55146
H -3.05590 -6.54476 -6.17882
H 5.63782 3.93627 -4.62069
H -3.86593 -3.13278 4.41759
H 4.44064 8.29753 -5.86898
H 2.54637 9.39469 -1.23277
H -3.21701 -8.42518 -9.17725
H -1.56708 0.73588 2.42197
H 0.95069 10.42285 2.13748
H -6.63098 -3.84923 5.38060
H 2.55685 9.60285 2.39803
H -3.84850 -7.11227 -8.42686
H -6.11521 -0.19161 3.84685
H 4.08923 -2.41167 4.95025
H 1.53836 9.93758 -2.50259
H -6.84659 -10.63174 -7.28600
H -4.38731 -3.86143 5.94848
H -1.20876 3.73520 0.54773
H -1.50382 3.00344 2.11647
H -3.55116 -8.09685 -5.58212
H 4.37774 7.38209 -7.34743
H -5.95606 -10.27067 -5.75462
H 0.91584 8.89672 -1.17891
H 4.18100 -1.81142 6.60206
H -2.12680 -5.10512 4.18321
H 0.14426 0.83593 1.81158
H 1.67468 -3.39781 7.72435
H 1.48058 12.64550 -0.41777
H 3.82664 -6.09827 8.89302
H 0.16499 3.18092 1.26182
H -6.26465 -3.80303 3.60732
H 4.74170 -6.50744 7.41424
H 5.91568 7.89193 -6.71038
H 3.47843 4.64017 -3.67928
H 0.59022 -2.24913 6.95863
H 5.01763 5.13991 -7.36088
H 2.04963 -1.71596 7.84458
H -0.16393 -0.77393 0.20619
H -2.52588 -2.97471 0.79694
H -5.23269 -8.07152 -6.96552
H -2.75835 -6.64644 4.59174
H 2.35193 3.37475 -3.85952
H 5.54486 2.98809 -6.10514
H -4.85854 -1.28407 3.51662
H 3.94517 2.99718 -3.45597
H 3.80225 10.70175 0.63484
H -6.47547 -1.54976 2.70737
H 1.91249 10.52322 3.60179
H -5.68526 -8.75612 -8.58209
H -0.68295 -1.51576 1.67129
H -3.24130 -2.58413 -0.72971
H 4.07294 -4.59434 5.57113
H -5.70507 -11.81748 -6.67717
H 6.44687 5.48196 -6.44194
H 2.62213 12.00153 -1.46558
H 5.50451 -5.41430 8.56623
H 3.73145 12.46324 0.49178
H -2.52289 -5.53402 5.85720
*
```

Computed properties:
**E_LUMO**: 0.5 eV
**SMILES**: COCCOC.COCCOC.COCCOC.COCCOC.COCCOC.COCCOC
**Molecular weight**: 540.732 g mol⁻¹
**ΔE to the lowest compared entry with this formula, charge and spin**: 8.054 eV
**Strongest force on any atom**: 3.7 eV/A
**Gap between HOMO and LUMO**: 9.969 eV

---

Computed, not measured: a 8-piece molecular cluster, C24H60O20P4 overall in a non-equilibrium geometry, with the ωB97M-V functional and the def2-TZVPD basis.

Geometry as ORCA input:
```
! wB97M-V def2-TZVPD RIJCOSX def2/J DEFGRID3
* xyz 0 1
P 127.49500 33.72500 38.30700
P 119.05000 35.99500 38.28200
P 122.21800 31.84200 32.32000
P 122.35500 37.39000 30.71200
O 121.67500 33.07900 32.98900
O 129.06400 33.53600 37.73500
O 119.50700 32.21700 35.15400
O 121.44600 27.26400 26.29800
O 118.65900 37.50300 38.70700
O 123.32000 32.35200 31.41200
O 126.54100 33.17500 37.12700
O 121.41800 36.97200 31.84600
O 127.32400 32.90000 39.56900
O 122.59300 38.96800 30.44800
O 122.81900 30.78500 33.32500
O 118.44700 27.94700 29.05900
O 119.61500 32.82100 26.21700
O 123.83300 36.70900 30.75500
O 119.82500 36.25400 36.83600
O 121.09300 31.14800 31.49200
O 127.26400 35.27700 38.62700
O 119.97400 35.28000 39.21000
O 117.64000 35.32200 38.02100
O 121.65600 36.88700 29.58300
C 120.37300 35.14100 36.15000
C 121.12700 29.69600 31.38200
C 120.67900 33.08800 26.86500
C 125.49000 32.22300 37.43000
C 119.03300 31.05300 35.00200
C 126.01400 35.80500 38.95000
C 120.61900 33.45100 28.24500
C 118.01100 30.72800 33.92500
C 120.15500 37.69400 31.96300
C 117.55900 33.92900 37.64800
C 123.70400 31.14800 34.44000
C 129.61600 34.37900 36.78000
C 119.40500 38.24300 39.77100
C 123.20800 39.31000 29.21200
C 120.68500 25.51600 27.82300
C 118.25500 28.66300 28.14900
C 120.60600 33.96300 32.32900
C 119.32800 29.83800 35.83900
C 121.63900 26.70400 27.39100
C 124.00100 35.34300 30.58900
C 119.04800 29.88000 27.75400
C 117.10200 28.35800 27.12000
C 122.89100 26.88600 28.18100
C 122.09400 32.90100 26.38100
H 119.63600 29.73800 26.93600
H 116.56900 33.55000 37.98200
H 120.50600 35.32500 35.06100
H 121.31300 34.58500 36.41300
H 125.06800 34.94600 30.43500
H 120.49000 38.30200 39.42500
H 118.33600 29.62800 36.35300
H 122.28400 32.30100 25.52300
H 122.66900 32.79000 27.22700
H 119.54700 37.19400 31.27200
H 123.44400 35.02800 29.79200
H 118.42600 33.34600 38.25100
H 119.77500 25.91700 28.35200
H 123.70800 27.36600 27.49900
H 119.52800 33.22100 28.43200
H 119.63800 34.30400 36.04900
H 129.54500 35.46300 37.05200
H 129.01000 34.30100 35.76500
H 120.84500 34.44400 28.54700
H 121.13800 32.76100 28.89600
H 123.24000 25.85900 28.37500
H 120.20500 25.15000 27.01800
H 120.89800 34.02800 31.15400
H 125.35400 35.62600 38.08400
H 123.42200 40.42100 29.29100
H 119.32800 37.54100 40.58700
H 121.20500 29.38400 32.45200
H 125.60900 35.45900 39.88400
H 123.97200 30.38100 34.90400
H 124.53400 31.45700 33.97800
H 117.23500 27.97800 26.22000
H 124.79900 32.10600 36.51300
H 117.27700 31.43400 33.60900
H 121.90400 29.48700 30.66700
H 118.56900 30.71200 27.20900
H 118.97800 39.12000 40.02300
H 125.95400 36.85300 39.00700
H 124.18800 38.88500 29.07400
H 125.05400 32.62500 38.40900
H 120.18600 29.91400 36.43600
H 120.18300 38.61700 31.60800
H 117.46800 33.73500 36.68600
H 116.45200 29.32600 27.05700
H 125.94800 31.33100 37.78800
H 123.04700 31.86600 34.91700
H 120.75100 34.84900 32.78600
H 130.53400 33.76500 36.90200
H 122.50800 27.29000 28.97800
H 124.08100 34.87500 31.59100
H 116.43200 27.65600 27.52400
H 122.46200 39.10800 28.18700
H 117.55400 29.88000 34.16200
H 121.24400 24.85700 28.23600
H 118.41500 30.54800 32.77600
H 122.64500 33.89100 26.05000
H 119.74200 33.44200 32.48400
H 119.27500 28.76800 35.39300
H 119.79200 37.42600 32.94800
H 119.70600 30.19100 28.58000
H 120.24600 29.18800 31.08700
*
```

Computed properties:
**E_LUMO**: 0.2 eV
**SMILES**: COP(=O)(OC)OC.COP(=O)(OC)OC.COP(=O)(OC)OC.COP(=O)(OC)OC.CC(C)=O.CC(C)=O.CC(C)=O.CC(C)=O
**Molecular weight**: 792.620 g mol⁻¹
**ΔE to the lowest compared entry with this formula, charge and spin**: 0.000 eV
**Strongest force on any atom**: 8.9 eV/A
**Gap between HOMO and LUMO**: 9.646 eV

---

> What is the formula in the third record?

C24H60O12